(1)
This record from the Open Molecules 2025 dataset describes 3 unconnected molecules or ions with the total composition CH6O3Si at a distorted geometry. The level of theory is ωB97M-V with the def2-TZVPD basis set.

Element x y z (Å)
1 C -3.674 0.295 -0.279
2 O 4.990 0.479 -0.187
3 O 2.322 0.243 0.318
4 O -0.295 -0.901 -0.276
5 Si 1.241 -0.717 -0.152
6 H -2.544 0.153 -0.183
7 H -4.421 -0.359 -0.078
8 H -3.876 1.268 -0.838
9 H 4.909 -0.444 0.111
10 H 4.024 0.799 -0.027
11 H 2.086 -1.974 -0.367

For the highest occupied orbital energy (spin up / spin down), the calculation gives -11.43 / -8.51 eV. As for the gap between HOMO and LUMO (spin up / spin down): 11.061 / 3.077 eV. The calculation puts the electronic energy at -15149.689 eV.

---

(2)
This record from the Open Molecules 2025 dataset describes 2 unconnected molecules or ions with the total composition CH6O4Si at a distorted geometry. The level of theory is ωB97M-V with the def2-TZVPD basis set.

Element x y z (Å)
1 O -0.044 -1.667 -1.129
2 C 0.945 -1.543 -0.529
3 O 1.981 -0.618 -0.570
4 O 1.191 -2.115 0.563
5 H 1.776 0.019 -1.295
6 H 2.055 -1.818 0.903
7 O -1.507 1.817 0.207
8 Si -0.655 0.423 0.020
9 H -1.046 2.508 0.699
10 H 0.106 0.835 -1.174
11 H -1.639 -0.531 0.160
12 H 0.192 0.284 1.126

For the highest occupied orbital energy, the calculation gives -10.53 eV. The structure (SMILES) is O=C(O)O.O[SiH3]. As for the gap between HOMO and LUMO: 10.972 eV. The calculation puts the electronic energy at -17201.372 eV.

---

(3)
This record from the Open Molecules 2025 dataset describes 2 unconnected molecules or ions with the total composition CH6OP2 at a distorted geometry. The level of theory is ωB97M-V with the def2-TZVPD basis set.

Element x y z (Å)
1 C 1.729 0.434 0.016
2 O -1.465 1.847 0.114
3 P -1.917 -1.258 0.049
4 P -0.811 0.598 -0.429
5 H 1.814 1.498 0.467
6 H 1.996 -0.240 0.812
7 H 2.243 0.340 -0.925
8 H -1.850 -1.500 1.567
9 H -0.789 -2.102 0.166
10 H -0.949 0.383 -1.837

For the highest occupied orbital energy, the calculation gives -9.06 eV. As for the gap between HOMO and LUMO: 8.560 eV. The calculation puts the electronic energy at -21756.498 eV.

---

(4)
This record from the Open Molecules 2025 dataset describes 2 unconnected molecules or ions with the total composition CH6OS at a distorted geometry. The level of theory is ωB97M-V with the def2-TZVPD basis set.

Element x y z (Å)
1 C 1.146 0.004 1.130
2 S 0.476 -0.745 2.691
3 H 1.021 -0.492 0.153
4 H 2.196 -0.106 1.449
5 H 0.925 1.078 1.011
6 H -0.609 0.054 2.775
7 O -1.630 0.416 -3.250
8 H -2.401 -0.172 -3.420
9 H -1.124 -0.038 -2.539

For the highest occupied orbital energy, the calculation gives -9.22 eV. The structure (SMILES) is CS.O. As for the gap between HOMO and LUMO: 9.798 eV. The calculation puts the electronic energy at -14016.467 eV.

---

(5)
This record from the Open Molecules 2025 dataset describes CH6OSi in the gas phase at a distorted geometry. The level of theory is ωB97M-V with the def2-TZVPD basis set.

Element x y z (Å)
1 C -1.138 -0.375 -0.171
2 Si 0.548 0.487 0.119
3 O 1.959 -0.313 -0.218
4 H -1.154 -1.264 -0.956
5 H -1.833 0.427 -0.605
6 H -1.759 -0.829 0.665
7 H 0.556 1.432 -0.928
8 H 0.286 1.048 1.598
9 H 2.537 -0.612 0.495

For the highest occupied orbital energy, the calculation gives -10.63 eV. The structure (SMILES) is C[SiH2]O. As for the gap between HOMO and LUMO: 11.350 eV. The calculation puts the electronic energy at -11059.727 eV.

---

(6)
This record from the Open Molecules 2025 dataset describes 2 unconnected molecules or ions with the total composition CH6P2 at a distorted geometry. The level of theory is ωB97M-V with the def2-TZVPD basis set.

Element x y z (Å)
1 C -1.393 0.227 0.056
2 P 1.564 0.529 -0.025
3 P 0.001 -0.925 -0.297
4 H -0.976 0.949 0.881
5 H -2.340 -0.229 0.063
6 H -1.577 0.837 -0.766
7 H 2.595 -0.490 0.169
8 H 1.788 0.766 -1.473
9 H 0.339 -1.664 1.393

For the highest occupied orbital energy (spin up / spin down), the calculation gives -5.40 / -9.81 eV. The spin multiplicity is 3. As for the gap between HOMO and LUMO (spin up / spin down): 6.364 / 7.239 eV. The calculation puts the electronic energy at -19705.942 eV.

---

(7)
This record from the Open Molecules 2025 dataset describes CH6P2S in the gas phase at a distorted geometry. The level of theory is ωB97M-V with the def2-TZVPD basis set.

Element x y z (Å)
1 C 0.665 -0.132 -1.504
2 P -0.478 0.191 -0.139
3 P 0.687 0.577 1.523
4 S -0.532 0.734 3.094
5 H 0.680 0.212 -2.570
6 H 0.878 -1.259 -1.802
7 H 1.629 0.130 -1.217
8 H -1.373 0.991 -0.785
9 H -1.475 -0.916 -0.405
10 H -0.680 -0.529 3.804

For the highest occupied orbital energy, the calculation gives -7.79 eV. The structure (SMILES) is C[PH2]=PS. As for the gap between HOMO and LUMO: 8.198 eV. The calculation puts the electronic energy at -30544.786 eV.

---

(8)
This record from the Open Molecules 2025 dataset describes CH6P2S in the gas phase at a distorted geometry. The level of theory is ωB97M-V with the def2-TZVPD basis set.

Element x y z (Å)
1 C 0.545 0.904 -1.083
2 S -0.001 -0.247 0.574
3 P -1.577 0.474 1.718
4 P 0.200 -2.322 0.322
5 H 0.038 1.813 -0.878
6 H 1.666 1.076 -0.857
7 H 0.346 0.389 -2.018
8 H 1.122 0.315 1.274
9 H -2.011 -0.882 2.008
10 H 1.559 -2.272 0.017

For the highest occupied orbital energy (spin up / spin down), the calculation gives -7.65 / -7.65 eV. The structure (SMILES) is C[SH](=P)=P. As for the gap between HOMO and LUMO (spin up / spin down): 7.515 / 7.514 eV. The calculation puts the electronic energy at -30542.244 eV.

---

(9)
This record from the Open Molecules 2025 dataset describes 2 unconnected molecules or ions with the total composition CH6P2S at a distorted geometry. The level of theory is ωB97M-V with the def2-TZVPD basis set.

Element x y z (Å)
1 C 1.339 0.994 -0.178
2 P 0.681 -0.458 0.807
3 P -1.074 -0.846 -0.498
4 S -2.311 0.622 0.186
5 H 1.393 0.718 -1.158
6 H 2.208 1.274 0.305
7 H 0.721 1.896 -0.309
8 H 1.411 -1.566 0.227
9 H -0.928 -2.704 0.884
10 H -3.439 0.072 -0.266

For the highest occupied orbital energy (spin up / spin down), the calculation gives -8.53 / -8.07 eV. As for the gap between HOMO and LUMO (spin up / spin down): 7.654 / 7.353 eV. The calculation puts the electronic energy at -30543.831 eV.

---

(10)
This record from the Open Molecules 2025 dataset describes 2 unconnected molecules or ions with the total composition CH6S3 at a distorted geometry. The level of theory is ωB97M-V with the def2-TZVPD basis set.

Element x y z (Å)
1 C 1.627 -0.772 -2.275
2 S 2.740 0.454 -1.445
3 H 1.385 -1.604 -1.621
4 H 2.014 -1.075 -3.232
5 H 0.731 -0.197 -2.464
6 H 1.899 0.461 -0.407
7 S -0.783 0.020 0.951
8 S -2.685 -0.128 1.683
9 H -0.590 1.349 0.986
10 H -3.170 -0.690 0.574

For the highest occupied orbital energy, the calculation gives -9.06 eV. The structure (SMILES) is CS.SS. As for the gap between HOMO and LUMO: 9.329 eV. The calculation puts the electronic energy at -33639.511 eV.

---

(11)
This record from the Open Molecules 2025 dataset describes 2 unconnected molecules or ions with the total composition CH7BNO at a distorted geometry. The level of theory is ωB97M-V with the def2-TZVPD basis set.

Element x y z (Å)
1 B -0.556 -1.187 0.088
2 C 0.828 -0.525 -0.049
3 N 0.703 0.964 0.002
4 O -1.825 0.495 -0.100
5 H -1.104 -2.186 0.224
6 H 1.548 -0.883 0.692
7 H 1.254 -0.823 -1.015
8 H 1.169 1.433 -0.776
9 H -0.356 1.133 -0.042
10 H 1.054 1.356 0.881
11 H -2.715 0.222 0.095

For the highest occupied orbital energy, the calculation gives -15.34 eV. Its total charge is +1. As for the gap between HOMO and LUMO: 10.244 eV. The calculation puts the electronic energy at -5355.547 eV.

---

(12)
This record from the Open Molecules 2025 dataset describes 2 unconnected molecules or ions with the total composition CH7FN3P at a distorted geometry. The level of theory is ωB97M-V with the def2-TZVPD basis set.

Element x y z (Å)
1 H -2.139 -0.018 -2.218
2 N -1.556 0.707 -1.840
3 P -0.606 0.039 -0.770
4 N -0.138 -1.457 -0.431
5 H -0.694 -1.809 -1.190
6 N -0.161 1.058 0.350
7 C 0.654 1.101 1.531
8 H -0.692 1.891 0.250
9 H 0.807 0.048 1.762
10 H 1.508 1.673 1.528
11 H -0.090 1.524 2.317
12 F 1.995 -2.516 -0.686
13 H 1.112 -2.242 -0.602

For the highest occupied orbital energy, the calculation gives -10.23 eV. The structure (SMILES) is [H]/N=P(=N\[H])/NC.F. As for the gap between HOMO and LUMO: 10.441 eV. The calculation puts the electronic energy at -17626.314 eV.